(1)
{"formula": "C21H16N7O6RuS", "method": "ωB97M-V/def2-TZVPD", "lumo_energy_ha": [-0.0407, -0.0404], "s_squared": 0.76, "energy_ha": -2137.60003, "molar_mass_g_mol": 595.54, "homo_energy_ev": [-7.46, -8.09], "e_above_lowest_ev": 1.7103, "largest_force_ev_per_a": 0.7, "homo_lumo_gap_ev": [6.35, 6.99], "multiplicity": 2, "species": ["Ru", "O", "C", "O", "C", "C", "C", "C", "C", "N", "C", "O", "O", "H", "H", "H", "N", "N", "C", "N", "N", "N", "O", "O", "H", "H", "H", "H", "H", "S", "C", "C", "C", "C", "C", "C", "N", "C", "C", "C", "C", "C", "C", "C", "H", "H", "H", "H", "H", "H", "H", "H"], "xyz": [[-0.2835, -0.1802, -0.5961], [-3.5352, 1.9062, -1.9855], [-2.6779, 1.2909, -1.3845], [-1.5369, 0.8879, -1.8521], [-2.9231, 0.9233, 0.0798], [-4.0373, 1.2282, 0.8414], [-4.0613, 0.7931, 2.1648], [-3.0030, 0.0595, 2.6938], [-1.9212, -0.2041, 1.8705], [-1.9224, 0.2448, 0.6252], [-0.6544, -0.9958, 2.2031], [-0.6122, -1.6506, 3.2289], [0.2700, -0.8798, 1.3104], [-4.8450, 1.7925, 0.3968], [-4.9177, 1.0204, 2.7867], [-3.0024, -0.3106, 3.7094], [-1.6747, -2.0698, -0.7755], [-1.4015, -3.0375, 0.2275], [-0.1168, -3.5668, 0.1728], [0.2251, -4.4391, 1.1556], [0.5528, -3.1400, -0.8304], [1.8504, -3.3656, -1.0412], [1.4259, -1.6111, -2.5435], [2.5387, -4.3156, -0.5539], [-2.6048, -1.7201, -0.5775], [-1.6422, -2.4735, -1.7103], [-2.1271, -3.7189, 0.4043], [-0.1699, -4.2464, 2.0645], [1.1978, -4.7127, 1.1318], [2.8578, 2.9948, -0.8275], [1.5404, 3.7439, 0.0171], [1.4363, 5.0617, 0.4514], [0.2954, 5.4306, 1.1322], [-0.7153, 4.4985, 1.3905], [-0.6105, 3.1922, 0.9630], [0.5242, 2.8110, 0.2475], [0.8149, 1.5451, -0.2567], [1.9890, 1.5095, -0.8136], [2.4176, 0.2551, -1.4183], [3.7159, 0.0054, -1.6404], [4.3416, -1.2464, -2.0405], [3.7531, -2.4161, -2.2659], [2.2832, -2.6952, -2.2942], [1.2243, -0.6127, -1.6244], [2.2289, 5.7730, 0.2623], [0.1864, 6.4492, 1.4790], [-1.5949, 4.8062, 1.9398], [-1.3847, 2.4779, 1.1844], [4.4188, 0.7989, -1.4037], [5.4231, -1.2210, -2.0986], [4.3749, -3.2741, -2.4875], [2.0894, -3.3961, -3.1128]], "forces_ev_per_a": [[-0.160, -0.312, 0.192], [0.006, 0.006, 0.000], [0.011, 0.031, -0.010], [-0.204, -0.124, 0.015], [-0.053, -0.082, 0.035], [-0.008, -0.004, -0.016], [-0.009, -0.002, 0.003], [-0.010, -0.055, -0.009], [0.022, -0.006, 0.010], [-0.016, 0.289, 0.120], [-0.109, 0.147, -0.026], [0.055, -0.002, 0.032], [0.029, -0.299, -0.185], [-0.005, -0.008, 0.001], [0.005, 0.007, 0.001], [0.001, 0.009, 0.004], [0.403, 0.283, -0.013], [-0.108, -0.012, 0.332], [0.240, 0.138, -0.017], [-0.064, 0.041, -0.034], [-0.280, -0.534, -0.313], [0.096, 0.139, 0.123], [-0.040, -0.013, -0.147], [-0.054, 0.073, -0.004], [-0.036, 0.026, -0.165], [0.062, -0.044, 0.023], [-0.078, 0.025, -0.191], [0.084, 0.104, 0.047], [-0.005, -0.018, 0.005], [0.000, 0.002, 0.060], [-0.017, 0.002, 0.036], [0.019, -0.025, -0.017], [-0.016, 0.008, 0.017], [0.010, 0.013, 0.001], [0.034, 0.040, -0.043], [0.020, -0.062, 0.129], [-0.135, 0.117, -0.295], [0.136, 0.045, -0.051], [-0.390, -0.021, -0.093], [0.292, -0.197, -0.017], [-0.003, 0.253, -0.007], [-0.030, -0.177, -0.036], [0.057, 0.060, 0.095], [0.363, 0.066, 0.389], [0.001, 0.001, 0.000], [-0.002, 0.001, -0.003], [0.001, 0.001, 0.002], [-0.002, 0.015, 0.015], [-0.008, -0.007, 0.019], [-0.005, 0.022, -0.008], [-0.024, -0.014, 0.023], [-0.075, 0.055, -0.025]]}

---

(2)
{"formula": "C21H16NO4PtS7", "method": "ωB97M-V/def2-TZVPD", "lumo_energy_ha": [0.0501, -0.0089], "s_squared": 2.02, "energy_ha": -4072.26331, "molar_mass_g_mol": 765.91, "homo_energy_ev": [-5.18, -5.47], "e_above_lowest_ev": 0.0000, "charge": -1, "largest_force_ev_per_a": 0.8, "homo_lumo_gap_ev": [6.54, 5.22], "multiplicity": 3, "species": ["Pt", "S", "C", "S", "C", "C", "S", "S", "S", "N", "C", "C", "C", "C", "C", "C", "S", "O", "O", "O", "H", "H", "H", "H", "H", "H", "O", "S", "C", "C", "C", "C", "C", "C", "C", "C", "C", "C", "C", "C", "H", "H", "H", "H", "H", "H", "H", "H", "H", "H"], "xyz": [[0.1931, -0.5908, -0.8773], [-6.9396, 0.4086, -1.2163], [-5.3102, 0.2540, -1.2467], [-4.4953, -1.1424, -1.8430], [-2.8554, -0.6550, -1.4836], [-2.7216, 0.5910, -0.8779], [-1.2547, 1.2816, -0.4406], [-4.2269, 1.4170, -0.5629], [-1.5666, -1.6612, -1.8592], [2.0156, 0.5102, -0.4753], [3.2729, -0.2259, -0.5237], [3.8277, -0.5486, -1.7463], [5.0192, -1.2577, -1.7850], [5.6576, -1.6438, -0.6095], [5.0737, -1.3167, 0.6111], [3.8833, -0.6071, 0.6543], [7.2510, -2.4588, -0.6850], [7.3183, -3.1987, 0.5666], [8.2022, -1.3647, -0.7859], [7.1559, -3.2811, -1.8812], [1.9918, 1.2300, -1.1901], [1.9247, 0.9649, 0.4274], [3.3232, -0.2595, -2.6625], [5.4686, -1.5304, -2.7313], [5.5672, -1.6337, 1.5207], [3.4235, -0.3610, 1.6076], [1.1925, -2.3812, 0.9110], [0.3657, -1.5384, 1.8475], [0.7266, -2.2344, 3.4652], [0.1185, -1.7160, 4.6012], [0.4460, -2.2437, 5.8395], [1.3825, -3.2698, 5.9327], [1.9915, -3.7658, 4.7901], [1.6685, -3.2458, 3.5408], [-1.3325, -2.0719, 1.7175], [-1.5931, -3.3612, 1.2826], [-2.9136, -3.7599, 1.1435], [-3.9473, -2.8762, 1.4384], [-3.6665, -1.5872, 1.8723], [-2.3464, -1.1755, 2.0108], [-0.6106, -0.9168, 4.5212], [-0.0248, -1.8535, 6.7329], [1.6407, -3.6772, 6.9019], [2.7285, -4.5552, 4.8644], [2.1384, -3.6050, 2.6347], [-0.7686, -4.0161, 1.0277], [-3.1386, -4.7586, 0.7918], [-4.9761, -3.1893, 1.3142], [-4.4725, -0.8943, 2.0804], [-2.1122, -0.1564, 2.2981]], "forces_ev_per_a": [[-0.108, 0.309, -0.684], [-0.060, 0.061, -0.093], [0.069, -0.117, 0.318], [0.045, -0.103, -0.201], [-0.167, 0.244, 0.122], [-0.244, -0.192, -0.052], [0.151, 0.090, 0.050], [0.008, 0.186, -0.021], [0.272, -0.300, 0.101], [0.084, -0.305, 0.131], [-0.261, 0.237, 0.048], [0.055, -0.087, -0.131], [0.092, -0.067, 0.045], [-0.369, 0.415, -0.002], [0.162, -0.112, -0.127], [0.033, -0.028, 0.144], [0.009, -0.300, 0.051], [0.031, 0.001, -0.015], [0.006, 0.107, -0.003], [0.044, -0.002, 0.013], [0.117, 0.041, 0.050], [0.023, 0.049, -0.033], [0.014, -0.016, -0.004], [0.006, 0.002, 0.019], [0.001, 0.003, -0.009], [0.027, -0.013, -0.018], [-0.415, 0.307, 0.170], [0.545, -0.261, -0.010], [-0.060, -0.044, 0.041], [0.011, -0.048, 0.033], [0.034, -0.026, -0.015], [-0.035, 0.031, -0.013], [-0.007, 0.027, -0.031], [-0.009, 0.010, 0.128], [0.010, -0.105, 0.090], [-0.133, 0.009, -0.006], [0.008, 0.012, 0.002], [0.050, 0.015, 0.014], [0.013, -0.023, 0.012], [-0.071, -0.011, -0.080], [0.022, -0.022, -0.013], [0.007, -0.007, -0.004], [-0.003, 0.008, -0.004], [-0.006, 0.008, 0.002], [-0.009, 0.016, -0.011], [-0.002, 0.019, 0.009], [-0.005, 0.007, 0.001], [0.002, 0.009, -0.006], [0.002, -0.008, -0.008], [0.011, -0.027, 0.000]]}

---

(3)
{"formula": "C21H16NO5PRuS2", "method": "ωB97M-V/def2-TZVPD", "lumo_energy_ha": [0.0716, 0.0470], "s_squared": 0.76, "energy_ha": -2473.62469, "molar_mass_g_mol": 558.54, "homo_energy_ev": [-4.99, -5.47], "e_above_lowest_ev": 0.1898, "charge": -1, "largest_force_ev_per_a": 0.9, "homo_lumo_gap_ev": [6.94, 6.75], "multiplicity": 2, "species": ["Ru", "O", "C", "O", "C", "C", "C", "C", "C", "N", "C", "O", "O", "H", "H", "H", "C", "C", "O", "H", "H", "H", "S", "P", "S", "C", "C", "C", "C", "C", "C", "C", "C", "C", "C", "C", "C", "H", "H", "H", "H", "H", "H", "H", "H", "H", "H"], "xyz": [[1.5080, 0.2746, 0.3709], [4.6427, -0.8107, 2.7620], [3.6155, -0.4739, 2.2014], [3.4212, -0.3449, 0.9355], [2.3853, -0.1090, 3.0418], [2.2780, -0.1554, 4.4192], [1.0815, 0.2503, 5.0014], [0.0209, 0.6929, 4.2164], [0.1858, 0.7209, 2.8455], [1.3479, 0.3244, 2.3181], [-0.8469, 1.1853, 1.8033], [-1.9269, 1.5867, 2.1968], [-0.4258, 1.1083, 0.5908], [3.1263, -0.5062, 4.9892], [0.9736, 0.2213, 6.0779], [-0.9233, 1.0195, 4.6277], [2.9912, 2.7941, 0.8321], [2.2188, 1.9657, -0.1852], [1.9812, 2.3331, -1.3077], [3.2964, 3.7415, 0.3845], [3.8599, 2.2303, 1.1713], [2.3447, 2.9869, 1.6913], [0.2426, -3.3599, -3.4765], [0.0325, -1.8686, -2.2218], [1.7324, -1.5273, -1.0945], [-1.3924, -2.1348, -1.1061], [-1.3003, -2.1142, 0.2765], [-2.4324, -2.2779, 1.0637], [-3.6665, -2.4720, 0.4675], [-3.7641, -2.5176, -0.9179], [-2.6352, -2.3522, -1.6988], [-0.4218, -0.3165, -3.0633], [-0.8410, 0.7921, -2.3354], [-1.1977, 1.9576, -2.9923], [-1.1443, 2.0238, -4.3774], [-0.7325, 0.9174, -5.1063], [-0.3755, -0.2512, -4.4514], [-0.3311, -1.9828, 0.7426], [-2.3489, -2.2397, 2.1422], [-4.5532, -2.5856, 1.0781], [-4.7257, -2.6792, -1.3888], [-2.7070, -2.3940, -2.7790], [-0.9089, 0.7588, -1.2517], [-1.5157, 2.8143, -2.4136], [-1.4266, 2.9364, -4.8881], [-0.6851, 0.9632, -6.1872], [-0.0576, -1.1257, -5.0045]], "forces_ev_per_a": [[-0.311, -0.619, -0.358], [-0.052, -0.015, 0.155], [-0.131, 0.100, -0.145], [0.166, -0.115, 0.155], [-0.035, 0.050, 0.020], [-0.012, -0.031, -0.124], [0.000, -0.017, 0.035], [-0.012, -0.012, -0.079], [-0.014, -0.033, -0.069], [0.228, 0.355, 0.464], [0.089, -0.015, 0.227], [0.043, -0.028, 0.018], [-0.085, -0.076, 0.209], [-0.006, 0.013, 0.041], [-0.001, 0.001, 0.017], [-0.002, -0.002, 0.038], [-0.081, 0.000, -0.195], [0.140, 0.856, 0.100], [0.152, -0.240, 0.143], [0.003, -0.053, 0.007], [-0.004, -0.018, 0.006], [0.034, -0.013, 0.008], [-0.016, -0.014, 0.043], [0.037, 0.028, 0.051], [-0.083, -0.083, -0.404], [0.006, 0.046, -0.005], [0.121, -0.010, 0.059], [-0.023, 0.008, -0.005], [-0.020, 0.002, 0.018], [-0.053, -0.014, 0.011], [0.032, 0.042, -0.066], [-0.069, -0.053, -0.163], [-0.091, -0.098, 0.193], [-0.007, 0.024, -0.073], [-0.002, 0.008, 0.015], [0.010, 0.044, -0.017], [0.100, -0.059, 0.023], [0.004, 0.028, -0.012], [0.008, -0.011, 0.021], [-0.010, -0.009, 0.008], [-0.005, 0.004, -0.006], [-0.001, 0.009, -0.011], [-0.027, -0.014, -0.329], [-0.009, 0.031, 0.021], [0.008, 0.014, -0.011], [-0.015, 0.000, -0.018], [-0.003, -0.012, -0.015]]}

---

(4)
{"formula": "C21H17ClKN3O3S", "method": "ωB97M-V/def2-TZVPD", "lumo_energy_ha": -0.0398, "energy_ha": -2658.75238, "molar_mass_g_mol": 466.00, "homo_energy_ev": -7.40, "largest_force_ev_per_a": 4.1, "homo_lumo_gap_ev": 6.31, "species": ["K", "N", "C", "C", "C", "C", "C", "C", "S", "N", "C", "C", "C", "C", "C", "C", "N", "H", "H", "H", "H", "H", "H", "H", "H", "H", "C", "C", "C", "C", "Cl", "C", "C", "C", "O", "C", "C", "O", "O", "H", "H", "H", "H", "H", "H", "H", "H"], "xyz": [[0.5900, -0.8540, -1.3966], [-3.9911, -2.6507, -0.0051], [-4.0481, -4.0833, 0.0405], [-5.1117, -4.6789, 0.7126], [-5.2453, -6.0347, 0.5433], [-4.2467, -6.8549, 0.0075], [-3.0572, -6.2427, -0.4105], [-2.9601, -4.8485, -0.4636], [-1.6284, -4.1016, -1.1958], [-1.7777, -2.5128, -0.8704], [-2.8539, -1.9460, -0.3319], [-2.7229, -0.5144, -0.1561], [-3.8190, 0.3405, 0.2207], [-3.7013, 1.7046, 0.2799], [-2.3939, 2.2507, 0.2548], [-1.3481, 1.3422, 0.1026], [-1.4915, 0.0424, -0.2347], [-4.8142, -2.1566, 0.3633], [-5.8662, -4.0695, 1.2455], [-6.1191, -6.6019, 0.8713], [-4.3654, -7.9305, -0.0843], [-2.2004, -6.8629, -0.7289], [-4.8737, -0.0350, 0.1675], [-4.6176, 2.2821, 0.4401], [-2.1824, 3.3230, 0.2984], [-0.3116, 1.6498, 0.2897], [6.3560, 4.0190, 0.0292], [4.8782, 4.0518, -0.0361], [4.1453, 5.1807, -0.4101], [2.7409, 5.1555, -0.5396], [1.8768, 6.3816, -1.2769], [2.0389, 3.9957, -0.0952], [2.7668, 2.8645, 0.3147], [4.1742, 2.8284, 0.2305], [4.9491, 1.7324, 0.2465], [4.4504, 0.4294, 0.6075], [3.3227, -0.2117, -0.3351], [3.4374, -0.1055, -1.5832], [2.4160, -0.7831, 0.3535], [6.8438, 4.8897, -0.3682], [6.7717, 3.1159, -0.4233], [6.6701, 4.0666, 1.0979], [4.7599, 6.0654, -0.6283], [0.9459, 4.0672, -0.0565], [2.1717, 2.0784, 0.7358], [4.0898, 0.4448, 1.6447], [5.3519, -0.2235, 0.5325]], "forces_ev_per_a": [[0.831, -0.370, -0.412], [-0.574, 0.470, 0.193], [0.919, 0.403, 0.543], [0.070, 0.806, -0.788], [-0.380, -2.492, 0.346], [0.418, 1.223, -0.067], [0.218, -0.185, -0.146], [-2.743, -0.785, 1.066], [1.505, -0.523, -1.140], [-2.164, 2.281, 1.485], [2.581, -2.651, -1.788], [-0.638, 3.459, 1.302], [-0.913, -1.943, -1.611], [1.114, 0.683, 0.464], [-0.683, -0.434, -0.101], [-0.019, -0.302, -0.298], [-1.315, 0.191, 1.237], [0.941, -0.406, -0.274], [0.475, -0.434, -0.511], [0.005, 0.624, 0.188], [-0.068, 0.235, 0.155], [-0.536, 0.451, 0.051], [1.136, 0.044, 0.395], [0.582, 0.059, -0.180], [-0.165, -0.460, 0.278], [-0.318, 0.070, -0.521], [0.796, 0.052, 1.202], [-1.655, -0.912, -0.174], [0.174, -0.104, -0.051], [0.964, -2.846, 1.339], [-0.772, 1.566, -0.588], [1.429, 1.255, -0.150], [-0.120, 0.795, -0.077], [-0.503, 1.080, -0.776], [0.051, -0.570, 0.439], [-0.057, -0.303, -0.598], [0.443, 0.586, 0.508], [-0.562, -0.195, 1.372], [0.524, 0.306, -0.844], [-0.051, 0.461, -0.654], [-0.064, 0.168, 0.116], [-0.152, -0.492, -0.504], [-0.678, -0.195, -0.129], [0.459, -0.348, -0.041], [0.184, -0.770, -0.082], [0.000, -0.019, -0.303], [-0.690, 0.471, 0.128]]}